A single C7H7NO3 molecule, computed with ωB97M-V with the def2-TZVPD basis set.

Last column: Mulliken charge in e.
CARTESIAN COORDINATES (ANGSTROEM)
N -0.25 1.46 1.84  -0.08
C -0.34 -3.24 -0.65  -0.60
H -0.43 2.37 -1.74  0.41
C -0.16 2.51 0.91  0.26
C -0.39 0.21 -1.82  -0.71
H 1.85 2.06 -0.05  0.32
H -1.43 -3.47 -0.91  0.25
C 0.55 0.53 1.07  -0.09
H 1.44 0.09 1.66  0.28
H 0.21 -4.21 -0.99  0.21
O 0.03 -2.04 -1.41  -0.31
H -0.31 -2.91 0.39  0.34
O -0.59 3.63 0.92  -0.56
C -0.09 -0.83 -0.96  0.84
H -0.74 1.38 2.70  0.17
C 0.78 1.63 -0.05  0.16
O -0.12 -0.65 0.46  -0.40
C -0.01 1.47 -1.34  -0.49

Output
Energy relative to the best compared isomer or geometry (same formula, charge and spin): 5.463 eV
Highest occupied orbital energy (spin up / spin down): -8.26 / -8.26 eV
E_LUMO (spin up / spin down): -0.1 / -0.1 eV
SMILES: COC1=C=C[C@H]2C(=O)N[C@H]2O1

---

A molecular structure, C8H17EuN2, computed with ωB97M-V with the def2-TZVPD basis set.

Last column: Mulliken charge in e.
CARTESIAN COORDINATES (ANGSTROEM)
Eu -1.52 -0.08 -2.24  -0.36
C -0.84 0.62 3.99  -0.49
C -1.33 1.01 0.25  -1.56
H -1.75 -3.16 -2.32  0.28
N 0.21 0.12 -4.46  -1.32
H -1.00 2.03 0.00  0.23
H 0.62 -0.80 -4.66  0.45
C -0.76 0.52 1.53  0.31
H 0.68 -0.48 5.06  0.34
H -2.44 0.94 0.19  0.25
C 0.36 -0.34 1.65  -0.05
H 0.95 0.82 -4.53  0.47
H 1.78 -1.31 2.98  0.33
H -1.32 0.98 4.90  0.33
H 2.93 1.55 -0.37  0.27
H 0.82 -0.71 0.73  0.38
H -1.08 -3.03 -0.80  0.28
H 3.13 0.15 -1.49  0.24
H -2.61 -2.51 -1.09  0.22
C -1.35 0.96 2.74  -0.27
N -1.67 -2.56 -1.49  -0.69
H 3.32 1.79 -2.11  0.44
H -2.23 1.60 2.67  0.34
H -0.51 0.35 -5.15  0.34
C 0.89 -0.68 2.91  -0.50
H 1.67 1.27 -1.59  0.07
C 2.77 1.17 -1.39  -1.02
C 0.29 -0.21 4.08  -0.33

Output
Energy relative to the best compared isomer or geometry (same formula, charge and spin): 0.699 eV
Spin multiplicity: 8
Highest occupied orbital energy (spin up / spin down): 0.20 / -2.87 eV
E_LUMO (spin up / spin down): 3.0 / 2.8 eV
⟨S²⟩: 15.77
Total charge: -1

---

A molecular structure, C28H73F3MnN6O10S, computed with ωB97M-V with the def2-TZVPD basis set.

Last column: Mulliken charge in e.
CARTESIAN COORDINATES (ANGSTROEM)
H -8.39 14.25 16.98  0.36
S -7.88 21.85 16.69  1.04
C 0.08 27.60 16.56  1.10
H 1.54 26.28 15.81  0.35
H 0.06 23.75 16.97  0.38
H -1.60 19.02 17.06  0.20
H 1.07 25.99 17.46  0.39
H -3.51 21.69 15.77  -0.51
N -8.19 18.68 18.85  -0.24
H -5.69 17.24 17.79  0.14
H -5.56 18.77 14.45  0.05
H 0.98 20.07 11.46  0.32
O -4.34 20.41 18.12  0.03
H -2.83 23.57 25.49  0.30
H -0.77 29.13 15.27  0.42
H 1.45 28.99 16.85  0.31
H -4.69 17.85 21.89  0.35
H -2.62 22.21 26.67  0.23
N -4.90 23.47 18.61  -0.20
H -8.40 17.95 18.19  0.07
C 0.67 26.24 16.48  -1.02
H 1.96 21.85 14.61  0.32
H -0.89 27.53 17.07  -0.19
C -6.53 16.00 16.31  -1.22
H 2.20 18.07 16.63  0.40
C -4.00 24.61 18.87  0.42
Mn -6.24 19.75 18.70  0.72
H 0.54 20.72 24.39  0.27
H 3.19 20.22 15.58  0.34
C -6.93 17.50 20.60  -0.82
H -2.80 25.58 14.81  0.26
C -1.19 22.48 23.73  -0.81
H -5.61 15.45 16.50  0.41
H -7.09 15.49 15.53  0.52
H -2.40 25.80 17.76  0.18
H 0.79 28.88 14.85  0.43
O -5.91 18.47 20.39  -0.30
H -3.51 24.48 20.93  0.37
N 0.80 21.02 23.46  -0.84
H 1.10 20.11 23.15  0.26
C -3.01 24.30 19.97  -1.43
H -0.93 23.39 15.62  -0.07
C 0.70 20.70 12.31  -0.81
H 0.93 21.67 11.87  0.33
H -4.89 18.31 17.02  -0.51
C 1.50 20.86 14.68  0.32
C -0.07 28.30 15.20  -1.46
O 1.61 20.27 13.34  -0.39
H -3.83 18.83 20.61  -0.06
O -0.36 25.36 15.97  -0.09
H 1.55 27.85 17.82  0.25
N -5.85 18.07 17.23  0.59
O -7.72 22.95 17.64  -0.63
H -2.10 20.75 15.82  0.02
O -9.30 21.67 16.33  -0.67
H -4.23 17.14 20.35  0.35
H -2.95 23.87 14.94  0.07
C -9.37 17.06 20.19  -1.45
C -3.02 24.92 17.60  -0.07
H -4.49 22.58 18.84  -0.04
N 1.72 20.60 16.98  -0.62
H -1.43 19.74 21.71  0.23
C 1.79 18.50 15.71  -1.36
F -7.39 23.22 14.41  -0.19
H -2.52 20.59 22.70  0.30
C -6.34 17.46 16.02  0.74
C -0.10 24.03 15.93  -0.68
O -1.51 22.00 25.03  -0.34
H -4.31 24.76 14.39  0.35
H -3.78 20.05 15.52  -0.12
O -7.27 20.57 17.20  -0.41
H -1.95 19.14 18.91  0.23
H -0.34 27.71 14.33  0.32
H -4.35 17.54 15.17  0.45
C 2.13 20.00 15.74  0.29
H 2.29 17.99 14.88  0.35
H -0.48 23.30 23.86  0.49
H -4.82 23.46 17.60  0.09
C -0.54 21.39 22.86  0.60
C -7.69 14.44 17.79  -0.95
H -6.74 16.67 19.92  0.14
H -6.91 17.17 21.64  0.58
C -8.30 18.16 20.20  0.45
C -2.31 19.17 17.88  -1.14
C -5.38 17.80 14.91  -1.65
H 2.03 21.56 17.03  0.34
H -8.13 14.41 18.79  0.29
H -2.56 21.46 17.88  0.04
H -8.72 18.86 20.93  0.40
H -2.66 23.27 19.88  0.24
H 0.72 18.27 15.69  0.20
H -0.36 20.49 12.42  0.26
O -3.97 25.12 16.49  -0.41
H -1.29 19.50 23.46  0.35
C -2.13 22.86 25.94  -0.76
H -9.28 16.26 19.46  0.23
H -2.33 24.07 17.63  -0.03
C -3.50 24.80 15.11  -0.63
C -3.05 20.53 17.60  1.17
C -1.49 20.24 22.68  -1.20
H -1.33 23.48 26.36  0.30
H -5.65 17.14 14.09  0.59
H 0.71 20.64 16.95  0.10
C -6.89 22.25 15.08  0.64
H -10.37 17.49 20.10  0.44
H -2.97 18.31 17.78  0.34
N 0.83 28.45 17.44  -0.75
O -7.21 15.78 17.53  -0.20
C -3.15 20.72 16.11  0.02
H 0.72 23.72 15.29  0.36
H -0.26 21.86 21.92  0.28
H -2.06 22.94 23.25  0.33
H -9.49 16.66 21.20  0.43
H -4.55 25.53 19.07  0.41
H -9.09 19.11 18.72  0.37
H -2.10 24.89 19.87  0.41
H -7.31 17.96 15.96  0.27
F -6.88 21.16 14.22  -0.26
C -4.57 18.06 20.83  -0.54
F -5.67 22.59 15.40  -0.29
H -6.87 13.72 17.83  0.34
H 0.44 21.00 14.90  -0.31

Output
Spin multiplicity: 7
Highest occupied orbital energy (spin up / spin down): -11.13 / -11.12 eV
E_LUMO (spin up / spin down): -2.3 / -6.6 eV
⟨S²⟩: 12.01
Total charge: +1

---

The evaluated E for the records listed, in turn: -15000.1338; -30875.2718; -109930.1918 eV.
The evaluated max |F| for the records listed, in turn: 0.06840; 0.03603; 0.07855 hartree/bohr.